C3H13N2PS | ωB97M-V with the def2-TZVPD basis set

As for the orbital gap: 9.5 eV. The calculation puts the relative energy (zero: lowest compared OMol25 entry of this formula, charge and spin) at 171.8 kJ/mol. The calculation puts the total energy at -26407.3955 eV. Its total charge is +2.

Element x y z (Å)
1 C 0.0888 1.6416 0.8855
2 C 0.0675 -0.1640 -1.6316
3 C -0.9226 -1.2174 1.1249
4 N 1.2304 2.4082 1.5421
5 N -0.1667 -1.4980 -2.1846
6 P 0.7064 -0.0370 0.1879
7 S -1.2264 -2.7725 0.2894
8 H -0.2918 2.1543 0.0234
9 H -0.7171 1.6790 1.5708
10 H 0.8102 0.5365 -2.1983
11 H -0.8630 0.3946 -1.6930
12 H -1.7561 -0.4910 0.8888
13 H -0.6625 -1.3055 2.2454
14 H 1.5686 1.9508 2.4569
15 H 1.0266 3.3198 1.9083
16 H 2.0435 2.4460 1.0355
17 H -1.0060 -1.4742 -2.8114
18 H 0.5786 -1.9411 -2.7524
19 H -0.4261 -2.1564 -1.2392
20 H -0.0823 -3.4738 0.3516